This record from OMol25 describes a single H5N2O2P molecule at a distorted geometry. The level of theory is wB97M-V/def2-TZVPD.

Summary:
Energy relative to the best compared isomer or geometry (same formula, charge and spin): 1.071 eV
M: 96.026 g mol⁻¹
LUMO level: 0.5663 eV

Geometry as ORCA input:
```
! RIJCOSX wB97M-V def2-TZVPD def2/J DEFGRID3
* xyz 0 1
N 0.93 0.77 1.33
P 0.13 0.21 -0.10
N -0.98 -1.03 -0.16
O 1.05 -0.40 -1.29
O -0.41 1.61 -0.54
H 1.25 0.05 1.90
H -0.79 -2.04 -0.09
H -1.78 -0.93 -0.75
H 2.00 -0.24 -1.27
H 0.00 2.15 0.16
*
```

Atomic partial charges in e from the Mulliken method, atoms 1 to 8: -0.7640 0.9153 -0.5418 -0.5109 -0.5122 0.1565 0.2488 0.2439

***

This record from OMol25 describes a molecular structure, C14H5F3N3PdS3 at a distorted geometry. The level of theory is wB97M-V/def2-TZVPD.

Summary:
Energy relative to the best compared isomer or geometry (same formula, charge and spin): 0.043 eV
M: 474.830 g mol⁻¹
LUMO level (alpha / beta): -7.7808 / -7.7819 eV

Geometry as ORCA input:
```
! RIJCOSX wB97M-V def2-TZVPD def2/J DEFGRID3
* xyz 1 1
Pd 0.04 0.63 0.14
F 3.55 4.98 2.33
C 2.97 4.71 1.15
F 1.72 5.18 1.19
F 3.64 5.39 0.21
C 3.01 3.23 0.86
C 4.25 2.60 0.82
C 4.35 1.24 0.56
C 3.18 0.53 0.35
N 2.00 1.14 0.39
C 1.88 2.46 0.64
S 0.17 2.85 0.60
H 5.14 3.19 1.00
H 5.30 0.74 0.53
H 3.19 -0.53 0.14
S -2.22 0.54 -0.04
C -2.55 -1.06 -0.39
C -3.90 -1.46 -0.57
C -4.20 -2.77 -0.86
C -5.56 -3.17 -1.04
N -6.65 -3.49 -1.18
C -3.14 -3.74 -0.98
C -1.84 -3.38 -0.81
C -1.49 -2.04 -0.51
S 0.11 -1.61 -0.32
C -3.48 -5.10 -1.28
N -3.74 -6.19 -1.53
H -4.68 -0.73 -0.48
H -1.05 -4.12 -0.91
*
```

Atomic partial charges in e from the Mulliken method, atoms 1 to 8: 0.0691 -0.2330 0.7152 -0.2520 -0.2325 -0.1367 -0.3287 -0.9731

***

This record from OMol25 describes 2 unconnected molecules or ions with the total composition C2H6BrClSi at a distorted geometry. The level of theory is wB97M-V/def2-TZVPD.

Summary:
Energy relative to the best compared isomer or geometry (same formula, charge and spin): 1.885 eV
M: 173.513 g mol⁻¹
LUMO level: 0.6868 eV

Geometry as ORCA input:
```
! RIJCOSX wB97M-V def2-TZVPD def2/J DEFGRID3
* xyz 0 1
Cl 1.10 -0.77 -1.20
Si 2.00 0.59 -0.06
Br 0.95 2.56 -0.38
H 2.07 0.36 1.42
H 3.48 0.75 -0.28
C -1.34 -0.29 0.62
C -1.85 -0.89 -0.40
H -1.27 -0.62 1.65
H -1.07 0.73 0.54
H -2.24 -1.90 -0.44
H -1.82 -0.53 -1.48
*
```

Atomic partial charges in e from the Mulliken method, atoms 1 to 8: -0.1234 0.5940 -0.2264 -0.0939 -0.1322 -0.5030 -0.4887 0.2283